1.
{"formula": "C7H8INO2", "method": "ωB97M-V/def2-TZVPD", "lumo_energy_ev": [0.01, 0.29], "total_energy_ev": -21069.661, "de_lowest_kj_mol": 452.59, "multiplicity": 1, "species": ["C", "C", "C", "C", "C", "C", "C", "N", "O", "O", "I", "H", "H", "H", "H", "H", "H", "H", "H"], "positions_angstrom": [[-1.95146, 0.69590, -0.88484], [-1.21354, 1.82188, -0.54834], [-0.23471, -0.72303, 0.03215], [0.29999, 0.41182, 0.41936], [-1.46095, -0.60153, -0.74010], [-0.16481, 1.75092, 0.33147], [2.70557, -0.56551, 1.27073], [-2.20540, -1.75931, -1.10850], [0.44023, 2.84438, 0.91689], [2.45835, -1.88183, 1.21661], [3.72631, 0.25902, -0.37588], [-2.84869, 0.72194, -1.41676], [-1.68350, 2.71406, -0.81356], [0.31839, -1.64176, 0.31930], [2.88530, -0.09070, 2.22091], [-2.91223, -1.59125, -1.80172], [-1.68072, -2.58727, -1.33380], [0.66498, 2.50711, 1.80982], [2.85688, -2.28482, 0.48626]]}



2.
{"formula": "C7H8IO2S", "method": "ωB97M-V/def2-TZVPD", "lumo_energy_ev": [2.72, 2.72], "total_energy_ev": -30417.040, "de_lowest_kj_mol": 124.90, "charge": -1, "multiplicity": 1, "species": ["C", "C", "C", "C", "C", "C", "C", "O", "O", "S", "I", "H", "H", "H", "H", "H", "H", "H", "H"], "positions_angstrom": [[0.09761, 1.47520, 0.41927], [1.09620, 0.65449, 0.81944], [-1.15795, 1.02490, -0.07213], [-1.36676, -0.57272, -0.47211], [-0.27491, -1.40403, 0.07210], [1.09436, -0.78145, 0.44651], [1.94613, -1.07667, -0.80206], [-2.14265, 3.04416, -1.12380], [-2.78562, 2.51133, 1.20033], [-2.64219, 1.98788, -0.22181], [-3.23026, -1.44289, -0.51705], [-0.02905, 2.48913, 0.75375], [2.07335, 1.01661, 1.06679], [-0.63797, -1.96812, 1.01660], [0.01227, -2.21487, -0.67867], [1.46540, -1.40007, 1.38507], [1.58564, -0.44853, -1.56880], [1.93382, -2.06071, -1.11321], [2.96260, -0.83365, -0.61021]]}



3.
{"formula": "C7H8MgN2O3S", "method": "ωB97M-V/def2-TZVPD", "lumo_energy_ev": -8.85, "total_energy_ev": -32775.231, "charge": 2, "multiplicity": 1, "species": ["O", "C", "Mg", "C", "C", "O", "O", "S", "C", "N", "C", "C", "C", "N", "H", "H", "H", "H", "H", "H", "H", "H"], "positions_angstrom": [[-4.19769, -2.49921, -2.52116], [-3.19813, -2.00836, -2.74168], [0.53183, -0.10506, -3.09159], [-0.80110, 1.09462, -4.55289], [0.90298, -2.16540, -4.06239], [-1.27104, 1.85716, -5.35886], [1.35463, -3.14626, -4.59895], [1.57356, 0.69739, -1.24274], [0.79410, 0.46455, 0.26098], [1.18251, -0.54460, 1.04020], [0.97323, -0.61264, 2.49247], [-0.21655, 0.24019, 2.94291], [-0.21382, 1.61186, 2.23550], [0.10002, 1.46812, 0.78866], [1.80653, -1.19516, 0.63388], [1.92492, -0.29652, 2.95460], [0.78425, -1.65264, 2.79976], [-0.12980, 0.41773, 4.03028], [-1.17830, -0.29518, 2.75960], [0.53742, 2.34076, 2.68782], [-1.23712, 2.05159, 2.35540], [-0.02243, 2.27709, 0.18820]]}



4.
{"formula": "C7H8N2O", "method": "ωB97M-V/def2-TZVPD", "smiles": "Cn1cnc2c1C(=O)CC2", "lumo_energy_ev": 0.27, "total_energy_ev": -12413.149, "de_lowest_kj_mol": 313.53, "multiplicity": 1, "species": ["C", "C", "C", "C", "C", "C", "C", "N", "N", "O", "H", "H", "H", "H", "H", "H", "H", "H"], "positions_angstrom": [[-1.17731, 1.38892, 0.93760], [-0.14157, -0.08776, -0.41982], [0.66160, 0.29206, 1.11756], [0.55673, -1.27154, -0.81624], [1.92847, -0.40614, 1.16076], [1.88949, -1.33280, -0.10893], [-2.34480, 0.73544, -1.14995], [-0.14206, 1.13296, 1.69534], [-1.25291, 0.60363, -0.23320], [0.19538, -2.12809, -1.58787], [-1.76180, 2.29514, 1.27514], [2.70162, 0.30378, 0.85339], [2.17116, -0.76497, 2.14783], [2.04460, -2.37472, -0.10022], [2.66068, -0.77376, -0.72003], [-2.00136, 1.10181, -2.17881], [-2.91304, -0.22870, -1.15797], [-3.07488, 1.51473, -0.71455]]}



5.
{"formula": "C7H8N2O", "method": "ωB97M-V/def2-TZVPD", "lumo_energy_ev": 0.59, "total_energy_ev": -12413.174, "de_lowest_kj_mol": 311.16, "multiplicity": 1, "species": ["C", "C", "C", "C", "C", "C", "C", "N", "N", "O", "H", "H", "H", "H", "H", "H", "H", "H"], "positions_angstrom": [[-0.20348, -2.11547, 0.40898], [-2.50060, 0.65441, -0.04060], [-0.66470, -0.80259, 0.60223], [-1.46194, -0.14906, -0.64309], [0.55224, 0.40410, -0.24870], [0.74090, 1.57386, 0.68719], [1.75442, -0.41904, -0.74978], [0.21695, -3.15019, 0.27988], [-3.48162, 1.13214, 0.29042], [-0.47206, 0.67951, -1.16542], [-0.98764, -0.60828, 1.57564], [-1.93187, -0.90143, -1.31147], [1.19403, 2.29704, 0.04291], [1.48644, 1.25921, 1.55349], [-0.20289, 1.91531, 1.11306], [2.51927, 0.25201, -0.95167], [1.51128, -1.00181, -1.59480], [1.93127, -1.01972, 0.15172]]}



6.
{"formula": "C7H8N2O2", "method": "ωB97M-V/def2-TZVPD", "smiles": "CO/C(C#N)=C/C=C\\N=C\\O", "lumo_energy_ev": 0.42, "total_energy_ev": -14459.964, "de_lowest_kj_mol": 433.74, "multiplicity": 1, "species": ["C", "C", "C", "C", "C", "C", "C", "N", "N", "O", "O", "H", "H", "H", "H", "H", "H", "H", "H"], "positions_angstrom": [[1.28708, -0.25742, -0.42392], [-0.83261, 0.76387, 1.54155], [-0.80191, -0.52139, 0.86837], [-0.23936, 1.92596, 1.16001], [0.65460, 2.51722, -1.06122], [0.14942, -1.02761, 0.03222], [-0.85389, -3.19883, -0.32271], [2.30419, 0.01254, -0.87857], [0.67410, 2.09666, 0.12448], [1.75052, 2.45178, -1.87233], [0.10308, -2.21280, -0.61813], [-1.40518, 0.84586, 2.33700], [-1.70296, -1.11904, 1.29697], [-0.23352, 2.85076, 1.62592], [-0.11375, 2.84897, -1.67500], [-0.56739, -3.75861, 0.49659], [-0.77742, -3.72599, -1.26093], [-1.84662, -2.62267, -0.03293], [2.45160, 2.13073, -1.33740]]}



7.
{"formula": "C7H8N2O2", "method": "ωB97M-V/def2-TZVPD", "smiles": "NNC(=O)c1cccc(O)c1", "lumo_energy_ev": -0.01, "total_energy_ev": -14457.321, "de_lowest_kj_mol": 688.73, "multiplicity": 1, "species": ["C", "C", "C", "C", "C", "C", "C", "H", "H", "H", "H", "H", "H", "H", "H", "N", "N", "O", "O"], "positions_angstrom": [[1.46500, -0.21794, -0.48220], [0.07623, -0.27142, -0.06346], [-0.44258, -0.54473, 1.15295], [-1.80305, -0.52070, 1.41398], [-2.60395, -0.11165, 0.40077], [-2.18171, 0.32531, -0.83403], [-0.87036, 0.29182, -1.09882], [3.98582, 0.64105, -0.27682], [3.43924, 1.05824, 1.53872], [2.31919, -1.49350, 0.54421], [0.38944, -0.84976, 1.54224], [-2.17260, -0.57248, 2.18728], [-3.58767, 0.20853, 0.68750], [-2.47380, 1.08068, -2.63553], [-0.30162, 0.43587, -2.18498], [3.50706, 0.15855, 0.74626], [2.33806, -0.60890, 0.61665], [1.98822, 0.11983, -1.45292], [-3.07091, 0.87118, -1.80181]]}